The following is a quantum chemistry calculation of C15H23N3O3S in the gas phase, from OMol25.

```
45
Properties=species:S:1:pos:R:3:forces:R:3:nbo_charge:R:1
C -3.2171 -3.0867 0.7211 -0.320 -0.306 0.109 -0.24
H -2.9271 -4.0576 1.1235 -0.036 0.062 -0.035 0.19
O -2.0226 -2.3367 0.6772 0.172 0.264 -0.122 -0.49
C -2.0305 -1.0054 0.4058 0.112 0.136 0.004 0.27
C -0.7822 -0.4006 0.5271 -0.113 0.078 -0.048 -0.23
C -0.5868 0.9521 0.2851 -0.697 -0.450 0.026 -0.06
C -1.6943 1.7276 -0.0500 -0.028 -0.048 -0.002 -0.26
C -2.9469 1.1505 -0.1684 -0.034 0.079 0.064 0.26
C -3.1333 -0.2281 0.0224 -0.346 -0.071 -0.171 0.20
O -4.3867 -0.7950 -0.1627 0.503 0.313 0.375 -0.54
C -4.8457 -0.7702 -1.5030 -0.078 -0.056 -0.334 -0.26
H -5.8465 -1.1985 -1.4827 0.028 0.005 -0.069 0.19
H -4.8868 0.2459 -1.9015 -0.003 -0.047 0.049 0.19
H -4.1990 -1.3781 -2.1460 -0.039 0.012 0.051 0.17
O -3.9874 1.9777 -0.5379 0.389 -0.376 -0.185 -0.52
C -5.0568 2.0685 0.3868 -0.244 0.063 0.254 -0.25
H -4.7146 2.5152 1.3265 -0.012 -0.008 -0.060 0.17
H -5.5053 1.0953 0.5974 0.039 0.059 -0.041 0.19
H -5.7948 2.7203 -0.0773 0.001 -0.010 0.075 0.19
H -1.6130 2.7823 -0.2560 -0.007 0.142 0.003 0.22
C 0.7550 1.5332 0.3743 0.781 0.255 0.032 0.23
N 1.7312 0.7252 0.1888 -0.723 -0.447 -0.184 -0.25
N 3.0019 1.1483 0.1851 -0.078 0.897 0.328 -0.44
C 4.0902 0.3811 -0.0947 0.378 -0.198 -0.062 0.30
N 4.0376 -0.9517 -0.1906 -0.203 0.093 0.023 -0.58
H 4.9116 -1.3719 -0.4745 -0.022 0.211 0.075 0.42
C 2.9152 -1.8548 -0.0153 -0.439 -0.315 -0.047 -0.05
C 2.1331 -2.0086 -1.3198 0.027 0.095 0.303 -0.62
H 1.7243 -1.0479 -1.6197 -0.040 0.047 -0.076 0.23
H 2.7816 -2.3831 -2.1088 0.080 -0.066 -0.088 0.20
H 1.3104 -2.7037 -1.1797 -0.146 -0.130 -0.029 0.21
C 3.4520 -3.1954 0.4731 -0.077 0.276 0.056 -0.61
H 4.0270 -3.0675 1.3872 0.058 -0.025 0.083 0.22
H 4.0921 -3.6472 -0.2824 0.089 -0.098 -0.094 0.20
H 2.6275 -3.8733 0.6750 -0.059 -0.098 -0.017 0.22
H 2.2598 -1.4202 0.7434 0.148 -0.207 -0.110 0.22
S 5.5342 1.1797 -0.2861 0.576 0.351 -0.092 -0.30
H 3.2264 2.1405 0.2594 -0.013 -0.332 -0.069 0.40
C 0.9076 3.0059 0.6490 0.153 -0.212 -0.063 -0.70
H 0.0077 3.4027 1.1070 -0.010 0.060 0.016 0.24
H 1.7390 3.1813 1.3324 0.029 0.059 0.021 0.23
H 1.1022 3.5523 -0.2750 0.018 0.101 -0.024 0.24
H 0.0479 -1.0239 0.8100 0.111 -0.111 0.055 0.23
H -3.6466 -3.2254 -0.2741 0.014 0.025 0.071 0.17
H -3.9605 -2.6258 1.3738 0.061 -0.069 -0.054 0.19
```
Positions in Å, forces in eV/Å.

The maximum force is 0.0186 hartree/bohr. Its relative energy (zero: lowest compared OMol25 entry of this formula, charge and spin) is 85.4 kcal/mol. As for the charge: 0. As for the SMILES: COc1cc(/C(C)=N/NC(=S)NC(C)C)cc(OC)c1OC. As for the LUMO energy: 0.43 eV. The value obtained for the frontier orbital gap is 8.3 eV. For the HOMO energy, the calculation gives -7.82 eV.

---

The following is a quantum chemistry calculation of a molecular structure, C3HCoO2, from OMol25.

```
7
Properties=species:S:1:pos:R:3:forces:R:3:nbo_charge:R:1
O -0.9222 -0.8731 -0.8156 -0.194 -1.189 0.107 -0.52
O 0.2000 -1.2060 1.0371 -0.305 -0.809 -0.199 -0.50
C -0.0695 -0.4976 0.0304 1.509 4.611 -0.596 0.69
Co -1.0187 -2.5803 0.2387 -0.657 -1.319 0.133 1.17
C 0.6997 1.9784 0.3879 0.154 1.532 -2.754 0.01
C 0.5158 0.8472 -0.0749 -0.684 -3.359 1.344 -0.21
H 0.5949 2.3315 -0.8037 0.177 0.534 1.965 0.35
```
Positions in Å, forces in eV/Å.

The maximum force is 0.0951 hartree/bohr. Its relative energy (zero: lowest compared OMol25 entry of this formula, charge and spin) is 19.9 kcal/mol. As for the charge: +1. As for the LUMO energy (spin up / spin down): -5.74 / -10.51 eV. The value obtained for the frontier orbital gap (spin up / spin down) is 7.9 / 5.7 eV. The multiplicity is 6. For the HOMO energy (spin up / spin down), the calculation gives -13.67 / -16.23 eV.

---

The following is a quantum chemistry calculation of 2 unconnected molecules or ions with the total composition C7H9N, from OMol25.

```
17
Properties=species:S:1:pos:R:3:forces:R:3:nbo_charge:R:1
C -1.0097 0.5957 -0.8023 -2.696 -0.550 1.663 0.05
C -1.5106 -0.5629 -1.3982 -2.329 -2.027 1.322 -0.28
C -0.9174 -1.1560 -2.4468 3.255 0.978 -1.637 -0.16
C 0.3273 -0.5193 -2.8424 -1.625 -1.242 -2.450 -0.27
C 0.6768 0.5905 -2.1636 2.776 1.993 -0.117 0.01
C 1.1955 -0.1094 4.0411 0.571 1.567 -1.332 -0.39
C 0.5994 0.7576 3.2006 -1.687 -5.253 -0.760 -0.38
H -1.8723 0.9421 -0.1376 2.220 0.578 0.004 0.19
H -2.4066 -1.1260 -0.9234 1.242 1.577 -0.919 0.22
H -1.3088 -1.9385 -3.0588 -0.295 -0.641 0.170 0.22
H 0.8659 -0.6982 -3.8671 -1.114 -0.028 2.282 0.23
H 1.4965 1.1951 -2.5902 -0.073 -0.525 0.441 0.19
H 0.9584 -1.1640 3.9799 0.007 0.105 0.230 0.19
H 2.1068 0.1989 4.5133 0.133 -0.043 1.007 0.19
H -0.0832 0.0465 2.5369 0.699 2.692 0.935 0.19
H 0.7423 1.7843 3.0257 0.273 0.928 -0.102 0.21
N 0.1395 1.1637 -1.0672 -1.359 -0.109 -0.738 -0.40
```
Positions in Å, forces in eV/Å.

The maximum force is 0.1083 hartree/bohr. Its relative energy (zero: lowest compared OMol25 entry of this formula, charge and spin) is 70.3 kcal/mol. As for the charge: 0. As for the SMILES: c1ccncc1.C=C. As for the LUMO energy: 0.80 eV. The value obtained for the frontier orbital gap is 10.5 eV. For the HOMO energy, the calculation gives -9.73 eV.

---

The following is a quantum chemistry calculation of C16H18O4 in the gas phase, from OMol25.

```
38
Properties=species:S:1:pos:R:3:forces:R:3:nbo_charge:R:1
C -2.6815 2.9158 -3.0862 -0.304 -0.105 0.678 -0.61
C -2.8430 1.3844 -2.9797 -0.482 0.395 -0.833 -0.41
C -1.7203 0.6069 -3.6925 -0.149 0.250 0.568 -0.43
C -0.5335 0.1973 -2.7968 -0.486 -0.247 -0.447 -0.07
O -0.9090 -0.0670 -1.4105 0.538 0.191 0.053 -0.51
C -0.2121 0.7483 -0.5872 -1.138 0.303 0.010 0.26
C 0.9680 0.5853 0.0100 -0.055 0.276 -0.316 -0.13
C 1.8466 -0.6281 -0.0646 0.343 -0.237 1.109 -0.45
C 1.5132 -1.5388 1.1206 0.230 0.129 -0.665 -0.01
C 0.9477 -2.7905 0.9895 0.047 0.241 -0.938 -0.17
C 0.6560 -3.5032 2.1189 -0.705 -1.340 0.135 -0.21
C 0.9075 -3.0212 3.3783 0.045 0.060 0.820 -0.22
C 1.5000 -1.7852 3.5274 -0.003 0.352 0.526 0.02
C 1.8479 -1.1605 4.8607 0.238 -0.083 -0.471 -0.63
C 1.7895 -1.0762 2.3835 0.523 0.960 0.164 -0.24
C 1.1659 1.9007 0.7551 0.723 -0.501 -0.115 0.78
O 1.7209 2.1719 1.7783 -0.168 -0.142 -1.187 -0.50
O 0.4364 2.8435 -0.0038 -1.003 0.641 1.811 -0.53
C -0.7636 2.1309 -0.2038 0.065 -0.635 -0.626 0.73
O -1.8741 2.5341 -0.0333 1.310 -0.108 -0.447 -0.49
H -1.6470 3.2442 -2.9420 -0.076 -0.012 -0.175 0.19
H -3.0855 3.2896 -4.0309 0.391 -0.087 -0.062 0.21
H -3.2696 3.4068 -2.3032 0.119 -0.064 -0.061 0.22
H -3.7681 1.1590 -3.5258 0.076 -0.113 0.191 0.20
H -3.0268 1.0593 -1.9555 0.344 0.008 -0.061 0.23
H -1.3186 1.2691 -4.4693 -0.006 -0.281 -0.058 0.21
H -2.1423 -0.2696 -4.1901 0.135 -0.008 0.140 0.21
H 0.2387 0.9707 -2.8016 -0.002 -0.152 -0.020 0.18
H -0.1376 -0.7453 -3.1867 0.270 0.228 0.131 0.19
H 1.7692 -1.1478 -1.0211 -0.349 0.124 0.072 0.24
H 2.9040 -0.3670 0.0570 -0.171 0.271 -0.159 0.24
H 0.7428 -3.1868 0.0002 -0.075 -0.042 0.098 0.20
H 0.1829 -4.4774 2.0376 0.076 0.041 -0.121 0.21
H 0.6448 -3.5927 4.2628 -0.006 -0.073 -0.125 0.21
H 2.9410 -1.1173 4.9315 -0.139 -0.136 0.274 0.22
H 1.5176 -0.1183 4.8827 -0.159 -0.176 0.140 0.23
H 1.4316 -1.7237 5.6959 0.085 0.128 0.004 0.22
H 2.2603 -0.1010 2.4947 -0.083 -0.055 -0.037 0.22
```
Positions in Å, forces in eV/Å.

The maximum force is 0.0421 hartree/bohr. Its relative energy (zero: lowest compared OMol25 entry of this formula, charge and spin) is 37.0 kcal/mol. As for the charge: 0. As for the SMILES: CCCCOC1=C(Cc2cccc(C)c2)C(=O)OC1=O. As for the LUMO energy: -0.06 eV. The value obtained for the frontier orbital gap is 9.1 eV. For the HOMO energy, the calculation gives -9.20 eV.

---

> What is the charge in the second record?

+1

---

> Which of these has the highest relative energy (zero: lowest compared OMol25 entry of this formula, charge and spin)?

C15H23N3O3S

---

> What is the maximum force in the first record?

0.0186 hartree/bohr

---

> What is the relative energy (zero: lowest compared OMol25 entry of this formula, charge and spin) in the first record?

85.4 kcal/mol